Arrangement w

{"formula": "C23H34IN9O6", "method": "ωB97M-V/def2-TZVPD", "symbols": ["C", "H", "H", "C", "H", "C", "C", "H", "H", "H", "H", "C", "N", "C", "O", "C", "C", "C", "C", "C", "C", "N", "C", "C", "H", "H", "C", "N", "C", "O", "C", "N", "C", "O", "H", "H", "C", "C", "H", "H", "C", "N", "C", "N", "H", "H", "N", "H", "H", "H", "H", "H", "H", "H", "H", "C", "O", "N", "H", "H", "H", "H", "H", "I", "H", "N", "O", "O", "H", "H", "H", "H", "H"], "xyz": [[5.310, -0.040, -2.998], [5.339, 1.027, -3.208], [6.055, -0.262, -2.239], [3.917, -0.460, -2.543], [3.921, -1.531, -2.324], [3.444, 0.313, -1.308], [4.166, -0.156, -0.047], [3.971, -1.212, 0.133], [5.238, -0.019, -0.151], [3.836, 0.413, 0.819], [3.647, 1.380, -1.454], [1.921, 0.168, -1.090], [1.180, 0.558, -2.272], [0.218, -0.096, -2.958], [-0.275, 0.375, -3.966], [-0.166, -1.444, -2.414], [0.814, -2.415, -2.475], [0.584, -3.701, -2.002], [-0.661, -4.024, -1.462], [-1.643, -3.072, -1.425], [-1.458, -1.749, -1.916], [-2.494, -0.902, -1.859], [-2.663, 0.486, -2.200], [-3.572, 1.163, -1.164], [-4.203, 1.906, -1.652], [-4.228, 0.415, -0.718], [-2.772, 1.890, -0.070], [-1.574, 1.173, 0.343], [-1.483, -0.073, 0.830], [-2.434, -0.826, 0.971], [-0.048, -0.515, 1.174], [0.871, 0.590, 1.124], [1.523, 1.106, 0.063], [1.819, 2.288, 0.028], [0.721, 1.257, 1.931], [0.220, -1.272, 0.427], [-0.034, -1.208, 2.549], [-0.691, -0.440, 3.700], [-0.780, -1.133, 4.539], [-1.700, -0.138, 3.410], [0.083, 0.793, 4.189], [0.037, 1.893, 3.260], [-0.970, 2.684, 3.183], [-0.916, 3.720, 2.300], [-0.131, 3.730, 1.669], [-1.787, 4.115, 1.981], [-2.137, 2.583, 3.900], [-2.086, 2.117, 4.791], [-2.754, 3.378, 3.864], [-0.301, 1.077, 5.180], [1.140, 0.532, 4.308], [-0.570, -2.152, 2.434], [1.003, -1.431, 2.804], [-0.724, 1.716, 0.342], [-2.422, 2.845, -0.474], [-3.648, 2.219, 1.157], [-3.795, 3.366, 1.532], [-4.203, 1.154, 1.741], [-4.730, 1.292, 2.589], [-3.885, 0.218, 1.502], [-1.702, 0.994, -2.239], [-3.114, 0.555, -3.197], [-3.340, -1.322, -1.488], [-3.493, -3.640, -0.561], [-0.822, -5.020, -1.081], [1.624, -4.672, -2.039], [2.726, -4.302, -2.402], [1.358, -5.806, -1.688], [1.776, -2.187, -2.906], [1.448, 1.456, -2.657], [1.693, -0.869, -0.846], [3.223, -0.283, -3.369], [5.582, -0.577, -3.903]], "orbital_gap_ha": 0.297, "e_homo_ev": -8.46, "charge": 0, "multiplicity": 1, "smiles": "CC[C@H](C)[C@@H]1NC(=O)c2cc([N+](=O)[O-])cc(I)c2NCC[C@@H](C(N)=O)NC(=O)[C@H](CCCN=C(N)N)NC1=O", "e_lumo_ha": -0.0139}

Arrangement x

{"formula": "C23H34IN9O6", "method": "ωB97M-V/def2-TZVPD", "symbols": ["C", "H", "H", "C", "H", "C", "C", "H", "H", "H", "H", "C", "N", "C", "O", "C", "C", "C", "C", "C", "C", "N", "C", "C", "H", "H", "C", "N", "C", "O", "C", "N", "C", "O", "H", "H", "C", "C", "H", "H", "C", "N", "C", "N", "H", "H", "N", "H", "H", "H", "H", "H", "H", "H", "H", "C", "O", "N", "H", "H", "H", "H", "H", "I", "H", "N", "O", "O", "H", "H", "H", "H", "H"], "xyz": [[-1.641, -2.532, -3.823], [-1.234, -2.762, -4.803], [-2.268, -3.366, -3.516], [-0.532, -2.305, -2.801], [0.099, -3.194, -2.738], [0.336, -1.086, -3.135], [1.265, -1.349, -4.317], [2.020, -2.086, -4.055], [0.697, -1.718, -5.166], [1.763, -0.432, -4.621], [-0.337, -0.265, -3.403], [1.136, -0.647, -1.878], [2.086, 0.404, -2.172], [2.172, 1.628, -1.614], [3.189, 2.296, -1.674], [0.919, 2.215, -1.029], [-0.225, 2.223, -1.794], [-1.337, 2.962, -1.399], [-1.232, 3.852, -0.328], [-0.081, 3.877, 0.408], [0.980, 2.973, 0.172], [1.981, 2.834, 1.052], [2.811, 1.671, 1.230], [2.754, 1.153, 2.668], [3.424, 0.295, 2.735], [3.103, 1.923, 3.359], [1.346, 0.675, 3.101], [0.752, -0.191, 2.108], [1.303, -1.378, 1.806], [2.347, -1.801, 2.266], [0.539, -2.143, 0.707], [1.517, -2.527, -0.290], [1.969, -1.829, -1.351], [3.000, -2.144, -1.914], [2.187, -3.210, 0.050], [-0.205, -1.485, 0.261], [-0.170, -3.385, 1.270], [-1.676, -3.183, 1.434], [-2.105, -4.112, 1.816], [-2.119, -2.988, 0.454], [-2.050, -2.045, 2.399], [-1.874, -0.724, 1.845], [-2.787, -0.138, 1.164], [-2.517, 1.114, 0.679], [-1.798, 1.596, 1.205], [-3.320, 1.686, 0.462], [-4.026, -0.639, 0.855], [-4.162, -1.634, 0.896], [-4.563, -0.156, 0.155], [-3.081, -2.195, 2.748], [-1.396, -2.100, 3.275], [-0.007, -4.217, 0.581], [0.276, -3.656, 2.230], [-0.279, -0.110, 1.955], [1.468, 0.134, 4.053], [0.407, 1.853, 3.336], [-0.526, 2.120, 2.605], [0.710, 2.601, 4.414], [0.123, 3.391, 4.632], [1.430, 2.342, 5.064], [2.468, 0.882, 0.561], [3.848, 1.909, 0.967], [2.006, 3.503, 1.812], [0.070, 5.299, 1.964], [-2.069, 4.491, -0.093], [-2.575, 2.787, -2.063], [-2.601, 2.090, -3.062], [-3.564, 3.304, -1.568], [-0.275, 1.664, -2.714], [2.948, 0.056, -2.581], [0.440, -0.275, -1.123], [-0.993, -2.153, -1.823], [-2.264, -1.644, -3.909]], "orbital_gap_ha": 0.291, "e_homo_ev": -8.36, "charge": 0, "multiplicity": 1, "smiles": "CC[C@H](C)[C@@H]1NC(=O)c2cc([N+](=O)[O-])cc(I)c2NCC[C@@H](C(N)=O)NC(=O)[C@H](CCCN=C(N)N)NC1=O", "e_lumo_ha": -0.0165}

Stability summary - winner: arrangement x; margin: 2.3 kcal/mol.